{"formula": "CHBr2NO2", "method": "ωB97M-V/def2-TZVPD", "total_energy_ha": -5391.78945, "e_above_lowest_kj_mol": 147.2, "lumo_ha": [-0.1119, -0.1092], "species": ["C", "N", "O", "O", "Br", "Br", "H"], "xyz": [[-0.645986, 0.159074, 0.083903], [0.544835, -0.740948, -0.024608], [1.034479, -1.105529, 1.004072], [0.856805, -1.084722, -1.115888], [-1.696416, 0.370563, -1.411962], [0.880883, 2.281357, 0.405867], [-0.974600, 0.120205, 1.058616]], "forces_ev_per_a": [[2.7, 2.2, -1.6], [-0.9, 0.0, -0.1], [0.2, 0.0, 1.2], [0.6, -0.4, -1.7], [0.2, -0.1, 0.7], [-1.6, -2.0, -0.3], [-1.2, 0.2, 1.9]], "mulliken_charge": [-0.480, 0.994, -0.506, -0.531, 0.089, -0.119, 0.554]}

=====

{"formula": "C2H4ClNS", "method": "ωB97M-V/def2-TZVPD", "total_energy_ha": -991.69828, "e_above_lowest_kj_mol": 109.9, "lumo_ha": 0.0278, "species": ["S", "N", "C", "C", "Cl", "H", "H", "H", "H"], "xyz": [[0.342093, 1.814546, 1.378722], [-0.502392, 0.281046, 1.490287], [-0.478297, -0.505435, 0.501317], [0.189888, -0.299011, -0.811294], [-0.009182, -1.624319, -1.877616], [-0.129427, 2.457584, 2.475004], [-0.909703, -1.430434, 0.743074], [-0.277872, 0.583457, -1.302823], [1.246818, -0.170569, -0.627497]], "forces_ev_per_a": [[-0.3, -0.5, -0.4], [0.3, 1.6, 0.7], [0.6, 0.9, 0.5], [-0.5, 1.5, 0.4], [-0.2, -1.4, -1.0], [-0.1, -0.7, -0.2], [-0.8, -1.4, -0.2], [0.7, -0.3, 0.4], [0.3, 0.4, -0.2]], "mulliken_charge": [-0.162, -0.440, 0.007, -0.388, -0.183, 0.166, 0.389, 0.304, 0.308]}

=====

{"formula": "C4H8O", "method": "ωB97M-V/def2-TZVPD", "total_energy_ha": -232.27725, "e_above_lowest_kj_mol": 442.1, "lumo_ha": 0.0330, "species": ["C", "C", "C", "H", "H", "H", "H", "H", "H", "C", "O", "H", "H"], "xyz": [[-0.555439, 0.836627, -1.321802], [-1.111792, -0.226967, -0.841567], [-1.498164, 1.061312, -0.175396], [0.088286, 1.305281, -2.050294], [-1.267963, -1.294247, -0.870048], [-1.104945, 1.299199, 0.819069], [-2.485877, 1.494791, -0.356688], [0.703275, -2.430059, 0.928967], [0.043288, -2.776774, 0.931083], [1.792640, 0.187496, 0.734143], [2.460349, -0.814974, 0.703409], [2.079656, 1.102013, 0.177753], [0.856689, 0.256299, 1.321366]], "forces_ev_per_a": [[-0.1, -0.3, 0.0], [0.1, 0.1, -0.2], [-0.2, 0.2, 0.3], [-0.1, -0.1, 0.1], [0.1, 0.2, 0.0], [-0.1, 0.0, -0.2], [0.2, -0.1, 0.0], [-0.1, -0.1, 0.0], [0.0, 0.0, 0.0], [0.2, -0.3, 0.0], [-0.3, 0.5, 0.0], [0.0, -0.1, 0.1], [0.1, -0.1, 0.0]], "mulliken_charge": [-0.361, -0.225, -0.412, 0.369, 0.327, 0.108, 0.215, -0.154, 0.148, -0.061, -0.422, 0.254, 0.215]}